A structure of composition C34H54IrN2O2Se, computed with ωB97M-V with the def2-TZVPD basis set.

HOMO-LUMO gap (spin up / spin down)	9.00 / 5.96	eV
net charge	+2
expectation value of S²	8.81
2S+1	6

The geometry in XYZ format:
```
94
Properties=species:S:1:pos:R:3:mulliken_spin:R:1
Ir 0.293 -1.074 1.653 2.47
C 0.561 5.001 -2.746 0.01
C 1.881 4.227 -2.785 0.05
C 2.233 3.916 -4.254 0.03
C 2.992 5.096 -2.159 0.04
C 1.811 2.931 -2.006 0.02
C 0.650 2.553 -1.271 0.09
C 0.645 1.401 -0.561 0.11
Se -0.894 1.020 0.532 0.20
C -2.040 -0.129 -0.505 0.04
C -3.065 0.434 -1.183 0.03
C -4.021 -0.386 -1.863 -0.01
C -3.843 -1.779 -1.830 0.10
C -2.821 -2.411 -1.154 0.15
C -1.865 -1.562 -0.444 0.28
O -0.895 -2.082 0.186 0.38
C -2.689 -3.930 -1.123 0.02
C -1.353 -4.348 -1.777 0.02
C -3.821 -4.611 -1.896 0.00
C -2.751 -4.431 0.336 0.02
C -5.182 0.276 -2.570 0.06
C -6.105 -0.734 -3.253 0.00
C -4.625 1.247 -3.633 0.04
C -5.997 1.069 -1.526 0.04
C 1.794 0.517 -0.515 0.22
O 1.749 -0.567 0.135 0.35
C 2.989 0.893 -1.267 0.10
C 2.923 2.071 -1.974 0.01
C 4.304 0.098 -1.299 0.05
C 4.313 -1.216 -0.508 -0.01
C 5.412 1.003 -0.723 0.02
C 4.625 -0.246 -2.768 0.03
H 0.671 5.918 -3.324 0.00
H -0.260 4.431 -3.190 0.00
H 0.286 5.291 -1.728 0.00
H 2.260 4.849 -4.819 0.00
H 3.211 3.440 -4.354 0.00
H 1.484 3.264 -4.710 0.00
H 3.034 6.052 -2.685 0.00
H 2.790 5.298 -1.104 0.00
H 3.975 4.626 -2.239 0.00
H -0.232 3.177 -1.292 -0.01
H -3.157 1.511 -1.222 -0.02
H -4.555 -2.390 -2.360 0.00
H -1.318 -4.036 -2.824 0.00
H -0.494 -3.931 -1.258 0.00
H -1.272 -5.436 -1.749 0.00
H -3.826 -4.331 -2.953 0.00
H -3.672 -5.690 -1.849 0.00
H -4.802 -4.396 -1.464 0.00
H -1.910 -4.074 0.929 0.00
H -3.684 -4.124 0.817 0.00
H -2.721 -5.522 0.331 0.00
H -5.585 -1.314 -4.020 0.00
H -6.560 -1.422 -2.535 0.00
H -6.914 -0.195 -3.747 0.00
H -4.006 0.721 -4.365 0.00
H -5.458 1.710 -4.163 0.00
H -4.029 2.049 -3.188 0.00
H -6.395 0.407 -0.753 0.00
H -5.406 1.850 -1.042 0.00
H -6.838 1.551 -2.026 0.00
H 3.797 2.366 -2.538 0.01
H 4.129 -1.066 0.557 0.00
H 3.584 -1.932 -0.887 0.00
H 5.305 -1.658 -0.612 0.00
H 5.155 1.351 0.283 0.00
H 6.342 0.436 -0.659 0.00
H 5.598 1.879 -1.349 0.00
H 3.840 -0.871 -3.201 0.00
H 4.743 0.640 -3.393 0.00
H 5.561 -0.805 -2.806 0.00
C -0.164 -2.268 6.627 0.00
C -0.169 -0.751 6.460 0.00
N 1.039 -0.211 5.810 0.02
C 2.144 0.252 6.682 0.00
C 3.190 -0.819 6.969 0.00
C 1.161 -0.223 4.489 -0.06
C 2.359 0.433 3.863 0.01
N 0.239 -0.748 3.696 0.08
H -1.124 -2.595 7.028 0.00
H 0.612 -2.580 7.325 0.00
H 0.007 -2.787 5.682 0.00
H -0.242 -0.273 7.431 0.00
H -1.041 -0.417 5.898 0.00
H 1.689 0.576 7.614 0.00
H 2.603 1.133 6.241 0.00
H 2.770 -1.637 7.554 0.00
H 4.010 -0.384 7.544 0.00
H 3.605 -1.238 6.050 0.00
H 2.380 1.492 4.129 0.00
H 2.303 0.350 2.779 0.01
H 3.293 -0.018 4.197 0.00
H -0.547 -1.159 4.179 -0.02
```



The molecule C2H5NOS at a distorted geometry, computed with ωB97M-V with the def2-TZVPD basis set.

HOMO-LUMO gap	9.65	eV
2S+1	1
energy relative to the best compared isomer or geometry (same formula, charge and spin)	68.6	kcal per mole

The geometry in XYZ format:
```
10
Properties=species:S:1:pos:R:3:lowdin_charge:R:1
C 0.123 -0.996 0.645 -0.44
C -0.450 1.512 -0.347 -0.22
N 0.343 -1.990 -0.078 0.05
O 1.818 0.052 -0.936 -0.52
S 1.037 0.507 0.178 0.83
H -0.350 -0.946 1.602 0.07
H -0.545 1.168 -1.342 0.03
H -0.581 2.567 -0.258 0.04
H -1.259 1.051 0.237 0.04
H -0.135 -2.924 0.298 0.12
```



A cluster of 2 separate species, CH7N2S in total at a distorted geometry, computed with ωB97M-V with the def2-TZVPD basis set.

HOMO-LUMO gap	7.60	eV
net charge	-1
2S+1	1
energy relative to the best compared isomer or geometry (same formula, charge and spin)	8.3	kcal per mole

The geometry in XYZ format:
```
11
Properties=species:S:1:pos:R:3:lowdin_charge:R:1
S 2.001 0.087 0.109 -0.23
H 2.060 -1.020 0.903 -0.44
N -1.311 -1.024 0.699 -0.04
C -1.445 0.372 0.265 -0.43
N -1.218 0.678 -1.163 -0.03
H -0.384 -1.068 1.114 -0.01
H -1.034 -1.553 -0.135 0.04
H -0.729 0.962 0.841 0.06
H -2.440 0.756 0.478 0.07
H -1.301 -0.175 -1.702 0.04
H -0.246 0.937 -1.204 -0.03
```



A structure of composition C6H14O3Sn at a distorted geometry, computed with ωB97M-V with the def2-TZVPD basis set.

HOMO-LUMO gap	7.64	eV
net charge	+2
2S+1	1
energy relative to the best compared isomer or geometry (same formula, charge and spin)	0.0	kcal per mole

The geometry in XYZ format:
```
24
Properties=species:S:1:pos:R:3:lowdin_charge:R:1
Sn -0.855 -1.890 0.176 1.86
C 2.342 -2.236 -1.192 -0.07
O 1.241 -1.393 -1.576 -0.33
C 1.652 -0.019 -1.783 -0.15
C 0.420 0.829 -1.919 -0.12
O -0.336 0.606 -0.730 -0.27
C -0.178 1.437 0.385 -0.19
C -1.453 1.295 1.152 -0.16
O -1.505 -0.020 1.733 -0.39
C -2.502 -0.224 2.742 -0.04
H 3.126 -2.290 -1.944 0.12
H 1.920 -3.230 -1.038 0.09
H 2.728 -1.928 -0.217 0.10
H 2.260 0.097 -2.682 0.16
H 2.202 0.325 -0.902 0.14
H -0.183 0.476 -2.757 0.15
H 0.573 1.900 -2.039 0.16
H 0.052 2.487 0.185 0.16
H 0.657 1.162 1.042 0.15
H -2.349 1.470 0.551 0.16
H -1.439 2.133 1.857 0.16
H -3.462 -0.421 2.256 0.11
H -2.622 0.597 3.445 0.12
H -2.288 -1.161 3.254 0.10
```



The molecule C3H6Si at a distorted geometry, computed with ωB97M-V with the def2-TZVPD basis set.

HOMO-LUMO gap	10.13	eV
2S+1	1
energy relative to the best compared isomer or geometry (same formula, charge and spin)	37.1	kcal per mole

The geometry in XYZ format:
```
10
Properties=species:S:1:pos:R:3:lowdin_charge:R:1
Si 0.371 1.268 0.711 0.62
C -0.413 -0.044 -0.382 -0.50
C 0.313 -1.237 -0.937 -0.08
C -0.600 -1.490 -0.050 -0.08
H 0.915 2.325 -0.148 -0.09
H 1.452 0.647 1.483 -0.08
H -0.626 1.825 1.627 -0.09
H -1.300 0.448 -1.213 0.14
H 1.048 -1.569 -1.627 0.09
H -1.161 -2.174 0.536 0.09
```



The ion H4N2O2P with charge -1 at a distorted geometry, computed with ωB97M-V with the def2-TZVPD basis set.

HOMO-LUMO gap	8.40	eV
net charge	-1
2S+1	1
energy relative to the best compared isomer or geometry (same formula, charge and spin)	119.6	kcal per mole

The geometry in XYZ format:
```
9
Properties=species:S:1:pos:R:3:lowdin_charge:R:1
N 1.380 0.700 -0.521 -0.05
N 0.487 -0.456 -0.491 -0.30
P -0.848 -0.348 0.555 0.47
O -0.247 -0.270 1.868 -0.45
O -2.202 -1.660 -0.122 -0.75
H 0.785 1.451 -0.424 -0.02
H 1.884 0.558 0.370 0.06
H 0.245 -0.913 -1.347 0.04
H -1.484 0.938 0.112 -0.01
```



A structure of composition C7H13ClI2N2OPRh at a distorted geometry, computed with ωB97M-V with the def2-TZVPD basis set.

HOMO-LUMO gap (spin up / spin down)	8.43 / 3.01	eV
net charge	+2
expectation value of S²	6.01
2S+1	5
energy relative to the best compared isomer or geometry (same formula, charge and spin)	11.3	kcal per mole

The geometry in XYZ format:
```
28
Properties=species:S:1:pos:R:3:mulliken_spin:R:1
I -3.507 2.238 3.383 1.80
I -3.714 2.919 -1.567 1.13
Rh -0.439 0.156 0.039 1.28
P -1.368 -1.810 -0.237 -0.07
C -3.173 -1.926 0.019 0.00
C -1.070 -2.441 -1.909 0.00
H 0.440 -3.063 0.740 0.00
H -1.099 -3.996 0.667 0.00
H -0.868 -2.744 1.929 0.00
C -0.644 -3.027 0.895 0.00
H 0.010 -2.480 -2.086 0.00
H -1.513 -3.441 -1.963 0.00
H -3.471 -2.968 -0.173 0.00
H -3.683 -1.247 -0.683 0.00
H -1.548 -1.773 -2.634 0.00
H -3.415 -1.650 1.058 0.00
C -2.050 0.740 0.509 -0.18
O -3.111 1.133 0.789 0.04
Cl 1.596 -0.886 -0.585 0.01
N 1.291 2.526 -0.718 0.00
C 2.216 3.409 -0.301 0.00
C 2.373 3.205 1.069 0.00
C 1.493 2.159 1.408 0.00
N 0.841 1.771 0.303 -0.01
H 1.027 2.326 -1.688 0.00
H 2.681 4.106 -0.976 0.00
H 3.018 3.731 1.725 0.00
H 1.368 1.657 2.370 0.00
```



A structure of composition C23H44As3NO4PdS, computed with ωB97M-V with the def2-TZVPD basis set.

HOMO-LUMO gap (spin up / spin down)	4.74 / 5.17	eV
net charge	-2
expectation value of S²	2.01
2S+1	3
energy relative to the best compared isomer or geometry (same formula, charge and spin)	5.3	kcal per mole

The geometry in XYZ format:
```
77
Properties=species:S:1:pos:R:3:mulliken_spin:R:1
Pd -0.529 -0.899 1.221 0.80
C -1.689 -0.501 -2.037 -0.02
As -0.106 0.108 -1.059 0.04
C 1.101 0.050 -2.631 0.05
C -0.674 1.994 -0.943 0.03
C 0.295 3.177 -0.816 -0.02
C -0.593 4.406 -0.546 0.00
C 1.239 3.052 0.384 0.00
As 2.714 1.744 0.327 0.00
C 3.213 2.008 2.195 0.00
C 4.130 2.896 -0.441 0.00
C 1.051 3.362 -2.141 0.01
As 2.016 5.066 -2.381 0.00
C 0.662 6.005 -3.463 0.00
C 3.062 4.450 -3.933 0.00
H -1.782 -0.034 -3.019 0.00
H -2.566 -0.271 -1.430 0.00
H -1.623 -1.586 -2.127 0.00
H 0.753 0.701 -3.437 0.01
H 1.104 -0.982 -2.985 0.00
H 2.109 0.325 -2.329 -0.01
H -1.296 1.962 -0.043 0.00
H -1.324 2.190 -1.807 0.00
H -1.140 4.256 0.387 0.00
H -1.314 4.559 -1.355 0.00
H 0.009 5.314 -0.437 0.00
H 0.648 2.748 1.254 0.00
H 1.694 4.028 0.594 0.00
H 3.261 3.073 2.429 0.00
H 4.191 1.552 2.370 0.00
H 2.460 1.510 2.817 0.00
H 4.076 3.909 -0.039 0.00
H 4.061 2.940 -1.530 0.00
H 5.097 2.460 -0.183 0.00
H 0.364 3.269 -2.991 0.00
H 1.805 2.574 -2.251 0.00
H -0.134 6.375 -2.819 0.00
H 0.232 5.336 -4.211 0.00
H 1.128 6.854 -3.966 0.00
H 3.861 3.791 -3.596 0.00
H 3.509 5.306 -4.441 0.00
H 2.426 3.907 -4.634 0.00
O -1.104 -0.637 3.637 0.03
S -0.150 0.508 3.556 -0.02
O -0.351 1.483 4.624 0.00
O -0.440 1.164 2.190 0.06
O 1.238 -0.004 3.497 0.00
C 1.208 -4.342 -0.227 0.04
C 0.913 -4.592 1.255 0.01
C 1.586 -3.528 2.129 0.01
C -0.563 -4.750 1.571 0.08
C -0.960 -5.867 2.288 -0.01
C -2.276 -6.081 2.680 0.02
C -3.215 -5.121 2.322 -0.01
C -2.890 -3.988 1.597 0.04
C -4.008 -3.033 1.223 0.02
C -4.239 -3.002 -0.293 0.00
C -3.843 -1.612 1.769 0.01
C -1.531 -3.760 1.193 -0.07
N -1.190 -2.706 0.440 0.93
H 2.289 -4.333 -0.399 0.00
H 0.797 -3.381 -0.539 -0.03
H 0.762 -5.121 -0.852 0.00
H 1.372 -5.556 1.512 0.00
H 1.245 -2.520 1.881 -0.01
H 2.672 -3.553 1.994 0.00
H 1.362 -3.688 3.184 0.00
H -0.197 -6.592 2.563 0.00
H -2.556 -6.956 3.254 0.00
H -4.253 -5.256 2.618 0.00
H -4.914 -3.451 1.680 0.00
H -3.332 -2.667 -0.796 0.00
H -5.055 -2.317 -0.545 0.00
H -4.492 -3.997 -0.669 0.00
H -3.092 -1.057 1.203 -0.01
H -3.508 -1.605 2.807 0.00
H -4.791 -1.068 1.696 0.00
```



The ion C6H10N with charge +1 at a distorted geometry, computed with ωB97M-V with the def2-TZVPD basis set.

HOMO-LUMO gap	10.14	eV
net charge	+1
2S+1	1
energy relative to the best compared isomer or geometry (same formula, charge and spin)	66.5	kcal per mole

The geometry in XYZ format:
```
17
Properties=species:S:1:pos:R:3:lowdin_charge:R:1
C 1.504 -1.583 -0.769 -0.09
C 0.501 -1.306 0.367 -0.21
C -0.083 0.009 0.249 -0.16
C 0.389 1.286 0.464 0.05
C -0.952 1.897 0.398 -0.09
N -1.732 1.019 1.396 0.13
C -1.554 0.586 0.044 -0.08
H 1.124 -1.237 -1.752 0.08
H 1.748 -2.726 -0.942 0.12
H 2.525 -1.198 -0.534 0.08
H 1.100 -1.161 1.294 0.13
H -0.191 -2.162 0.441 0.13
H 1.385 1.659 0.489 0.12
H -1.334 2.952 0.312 0.18
H -1.026 0.597 2.177 0.26
H -2.578 1.431 1.800 0.18
H -2.294 0.315 -0.711 0.18
```



The molecule C20H20ClFN2O2, computed with ωB97M-V with the def2-TZVPD basis set.

HOMO-LUMO gap	9.56	eV
2S+1	1
energy relative to the best compared isomer or geometry (same formula, charge and spin)	2.8	kcal per mole

The geometry in XYZ format:
```
46
Properties=species:S:1:pos:R:3:lowdin_charge:R:1
O 1.009 1.907 1.032 0.08
C 0.807 0.765 0.681 -0.47
N 1.658 -0.251 0.945 0.08
C 2.964 -0.023 1.530 -0.11
C 4.025 0.116 0.467 -0.14
C 4.726 1.298 0.275 -0.02
C 5.680 1.403 -0.724 -0.08
C 5.945 0.327 -1.554 -0.08
C 5.253 -0.860 -1.390 -0.01
C 4.308 -0.943 -0.387 -0.23
F 3.622 -2.104 -0.233 0.06
C -0.430 0.325 -0.098 -0.19
C -0.051 0.004 -1.562 -0.12
C -0.921 0.784 -2.555 -0.08
C -2.382 0.691 -2.169 -0.47
O -3.261 0.302 -2.914 0.05
N -2.607 1.096 -0.898 -0.05
C -3.918 0.945 -0.297 -0.09
C -3.921 -0.213 0.666 -0.21
C -4.044 -0.020 2.034 -0.04
C -3.982 -1.091 2.909 -0.10
C -3.786 -2.366 2.406 -0.68
Cl -3.697 -3.709 3.493 0.67
C -3.661 -2.580 1.042 -0.10
C -3.729 -1.502 0.180 -0.02
C -1.488 1.434 -0.054 -0.10
H 1.488 -1.161 0.546 0.14
H 2.898 0.899 2.111 0.12
H 3.199 -0.861 2.192 0.13
H 4.514 2.140 0.914 0.12
H 6.215 2.331 -0.856 0.10
H 6.687 0.410 -2.333 0.10
H 5.434 -1.714 -2.023 0.12
H -0.847 -0.567 0.381 0.14
H 0.997 0.254 -1.745 0.12
H -0.175 -1.064 -1.749 0.12
H -0.626 1.835 -2.562 0.13
H -0.798 0.386 -3.562 0.12
H -4.194 1.875 0.209 0.13
H -4.613 0.760 -1.122 0.13
H -4.197 0.975 2.427 0.11
H -4.080 -0.938 3.972 0.10
H -3.515 -3.580 0.663 0.11
H -3.636 -1.655 -0.885 0.12
H -1.840 1.564 0.970 0.13
H -1.028 2.376 -0.371 0.14
```



A structure of composition C32H38N8OS2Zr at a distorted geometry, computed with ωB97M-V with the def2-TZVPD basis set.

HOMO-LUMO gap	6.54	eV
net charge	+4
2S+1	1
energy relative to the best compared isomer or geometry (same formula, charge and spin)	1.6	kcal per mole

The geometry in XYZ format:
```
82
Properties=species:S:1:pos:R:3:lowdin_charge:R:1
Zr -2.511 -16.850 1.694 1.88
N -2.395 -19.185 1.327 -0.04
C -1.026 -19.812 1.524 -0.14
C -0.145 -18.920 2.369 -0.15
N -0.174 -17.495 1.897 -0.24
C 0.616 -17.372 0.627 -0.14
C 0.013 -16.306 -0.245 -0.16
N -1.408 -16.762 -0.505 -0.03
C 0.531 -16.689 2.972 -0.16
C -0.462 -16.235 3.989 -0.17
N -1.448 -15.377 3.213 -0.06
H -3.052 -19.663 1.934 0.04
H -2.751 -19.553 0.431 0.12
H -0.605 -19.933 0.525 0.13
H -1.144 -20.785 1.936 0.13
H 0.885 -19.284 2.297 0.16
H -0.436 -18.917 3.451 0.14
H 0.564 -18.296 0.043 0.13
H 1.637 -17.144 0.829 0.14
H 0.494 -16.124 -1.214 0.15
H 0.014 -15.322 0.212 0.11
H -1.427 -17.645 -0.984 0.10
H -1.869 -16.128 -1.151 0.10
H 1.084 -15.805 2.518 0.16
H 1.347 -17.283 3.430 0.16
H -0.019 -15.606 4.778 0.16
H -1.023 -17.081 4.459 0.11
H -0.922 -14.609 2.835 0.09
H -2.119 -14.927 3.833 0.11
S -7.239 -13.628 -3.683 1.18
N -7.277 -15.107 -3.026 -0.18
C -6.315 -15.170 -2.094 -0.26
C -5.977 -16.318 -1.252 -0.06
C -6.630 -17.521 -1.303 0.06
C -6.216 -18.512 -0.463 0.04
C -5.166 -18.247 0.457 -0.10
N -4.460 -17.139 0.445 -0.03
C -4.864 -16.179 -0.418 -0.14
C -4.145 -14.890 -0.282 -0.12
N -3.159 -14.845 0.692 -0.04
C -2.514 -13.679 0.758 -0.10
C -2.812 -12.530 -0.010 0.03
C -3.803 -12.602 -0.934 0.06
C -4.515 -13.776 -1.063 -0.05
C -5.578 -13.954 -2.024 -0.32
N -5.993 -13.033 -2.842 -0.18
H -7.428 -17.699 -2.040 0.16
H -6.684 -19.483 -0.415 0.13
H -4.903 -19.006 1.186 0.09
H -1.680 -13.693 1.381 0.07
H -2.161 -11.667 0.170 0.15
H -3.949 -11.770 -1.621 0.16
O -3.611 -17.212 3.389 -0.71
S -3.894 -17.281 4.983 1.13
C -4.695 -18.916 5.328 -0.21
C -5.055 -19.748 4.151 -0.27
C -4.176 -20.782 3.747 -0.07
C -4.564 -21.728 2.831 -0.07
C -5.797 -21.626 2.214 -0.06
C -6.679 -20.653 2.565 -0.06
C -6.328 -19.721 3.547 0.00
C -5.227 -16.145 5.345 -0.30
C -6.590 -16.379 4.836 -0.28
C -7.599 -16.895 5.684 -0.03
C -8.886 -17.031 5.218 -0.04
C -9.234 -16.718 3.927 -0.04
C -8.278 -16.162 3.109 -0.06
C -6.966 -15.961 3.525 -0.03
H -5.574 -18.646 5.963 0.12
H -3.918 -19.400 5.943 0.11
H -3.260 -20.916 4.301 0.12
H -3.905 -22.576 2.613 0.13
H -6.027 -22.410 1.489 0.14
H -7.699 -20.603 2.169 0.14
H -7.083 -19.014 3.867 0.11
H -4.839 -15.150 5.159 0.11
H -5.171 -16.253 6.462 0.14
H -7.450 -17.056 6.731 0.13
H -9.657 -17.374 5.919 0.14
H -10.238 -16.753 3.588 0.12
H -8.579 -15.791 2.160 0.10
H -6.214 -15.466 2.899 0.10
```